#i
{"formula": "C5H10OS", "method": "ωB97M-V/def2-TZVPD", "symbols": ["O", "C", "C", "C", "C", "S", "C", "H", "H", "H", "H", "H", "H", "H", "H", "H", "H"], "xyz": [[-2.77146, 0.42104, -0.69305], [-2.02238, 0.93419, 0.09478], [-1.26614, 0.06979, 1.09526], [-0.54696, -1.09144, 0.42869], [0.25319, -0.69859, -0.80872], [1.52143, 0.57357, -0.47050], [2.62081, -0.43161, 0.56369], [-1.98738, 2.03026, 0.19784], [-2.00656, -0.20848, 1.84799], [-0.51651, 0.68710, 1.59221], [0.19583, -1.51265, 1.09218], [-1.30189, -1.86631, 0.27690], [0.86519, -1.49263, -1.23701], [-0.41763, -0.42767, -1.62762], [2.18383, -0.48936, 1.55875], [2.73163, -1.43041, 0.14143], [3.59375, 0.04518, 0.61111]], "nbo_charge": [-0.5292, 0.4425, -0.5146, -0.4152, -0.5317, 0.1688, -0.7444, 0.1181, 0.2392, 0.2161, 0.2056, 0.2249, 0.2200, 0.2409, 0.2096, 0.2146, 0.2349], "smiles": "CSCCCC=O", "orbital_gap_ha": 0.352}

#ii
{"formula": "C5H10OS", "method": "ωB97M-V/def2-TZVPD", "symbols": ["O", "C", "C", "C", "C", "S", "C", "H", "H", "H", "H", "H", "H", "H", "H", "H", "H"], "xyz": [[1.47675, 1.76088, -1.93770], [0.37677, 2.07535, -1.57757], [-0.50648, 1.27723, -0.63542], [-0.56426, -0.20221, -0.97555], [-1.19703, -1.09074, 0.06559], [-0.48110, -0.90603, 1.72471], [1.22332, -1.46374, 1.39468], [0.03700, 3.12552, -1.72145], [0.08128, 1.45758, 0.28387], [-1.37741, 1.90145, -0.42506], [0.46412, -0.49603, -1.18739], [-1.04084, -0.23981, -1.95533], [-1.20148, -2.14494, -0.18500], [-2.24842, -0.84097, 0.22742], [1.82543, -0.59891, 1.15634], [1.11135, -2.06466, 0.49535], [1.74576, -1.96134, 2.19833]], "nbo_charge": [-0.5291, 0.4522, -0.5218, -0.4274, -0.5215, 0.1737, -0.7418, 0.0975, 0.2480, 0.2196, 0.2268, 0.2150, 0.2204, 0.2264, 0.2130, 0.2162, 0.2326], "smiles": "CSCCCC=O", "orbital_gap_ha": 0.350}

Of them, #ii has the lowest stability.

#i
{"formula": "C2H7S", "method": "ωB97M-V/def2-TZVPD", "symbols": ["C", "H", "H", "H", "H", "C", "S", "H", "H", "H"], "xyz": [[-4.68500, -2.50428, 0.11396], [-4.47582, -2.88008, -0.88167], [-4.22546, -1.54252, 0.29432], [-5.77452, -2.43524, 0.19466], [-4.40122, -3.24283, 0.84287], [2.28875, 1.07944, -1.08379], [1.57475, 0.93513, 0.60900], [1.98179, 0.23221, -1.70241], [3.37940, 1.12289, -1.01498], [1.93720, 1.99870, -1.56820]], "nbo_charge": [-0.8451, 0.2095, 0.2276, 0.1981, 0.2094, -0.7398, -0.7619, 0.1674, 0.1686, 0.1661], "charge": -1, "orbital_gap_ha": 0.190}

#ii
{"formula": "C2H7S", "method": "ωB97M-V/def2-TZVPD", "symbols": ["C", "H", "H", "H", "H", "C", "S", "H", "H", "H"], "xyz": [[2.55219, -3.09675, 3.51198], [2.30882, -2.86673, 4.61076], [1.73222, -3.79517, 3.24139], [3.51721, -3.62609, 3.20526], [2.35009, -2.21940, 2.92020], [-2.45010, 3.04175, -3.50172], [-3.61364, 4.46612, -3.90526], [-2.78738, 1.96046, -3.79248], [-1.44082, 3.13692, -3.95141], [-2.16858, 2.99890, -2.33872]], "nbo_charge": [-0.8679, 0.2182, 0.2114, 0.2198, 0.2185, -0.7440, -0.7328, 0.1588, 0.1633, 0.1546], "charge": -1, "orbital_gap_ha": 0.166}

Of them, #ii has the lowest stability.

#i
{"formula": "H17O9", "method": "ωB97M-V/def2-TZVPD", "symbols": ["O", "H", "H", "O", "H", "O", "H", "H", "O", "H", "H", "O", "H", "H", "O", "H", "H", "O", "H", "H", "O", "H", "H", "O", "H", "H"], "xyz": [[-2.65331, -2.31306, 1.17583], [-1.84720, 0.52898, 1.71523], [-0.90806, 1.97055, 0.52930], [3.54387, 1.87096, 0.82538], [3.19676, 1.07045, 0.29067], [1.53170, 0.84005, 1.16973], [1.07318, 0.45393, 2.03603], [0.65690, 1.00796, 0.61532], [0.92851, -2.59566, -0.03761], [-0.90676, -1.77745, -1.84495], [1.57609, -1.99062, -0.54469], [-0.96952, 1.03338, 0.43329], [-1.94617, -1.89956, 0.72879], [-0.01699, -2.18820, 0.01798], [-1.43527, -2.47690, -1.47960], [-0.85227, 0.67924, -2.85949], [-1.90653, -2.79789, -2.20051], [-2.02616, 0.24711, 2.65657], [-1.44671, -0.43899, 2.90153], [2.93838, 2.07742, 1.43769], [1.96896, 2.31167, -1.33788], [2.21883, 3.24589, -1.38959], [1.40737, 2.19504, -2.06487], [-0.27957, 0.05793, -2.25248], [-0.50643, 0.62017, -1.29736], [-3.33962, -1.73238, 0.77568]], "nbo_charge": [-0.9285, 0.5122, 0.4360, -0.9833, 0.5050, -1.0521, 0.4654, 0.5178, -0.9758, 0.4995, 0.4817, -1.2356, 0.4661, 0.4911, -0.9667, 0.4537, 0.4593, -1.0192, 0.4523, 0.4719, -0.9220, 0.4619, 0.4600, -1.0507, 0.5385, 0.4615], "charge": -1, "orbital_gap_ha": 0.316}

#ii
{"formula": "H17O9", "method": "ωB97M-V/def2-TZVPD", "symbols": ["O", "H", "O", "H", "H", "O", "H", "H", "O", "H", "H", "O", "H", "H", "O", "H", "H", "O", "H", "H", "O", "H", "H", "O", "H", "H"], "xyz": [[9.46600, -14.11500, 0.14400], [10.41300, -14.16900, 0.14300], [12.35500, -14.19200, -2.05200], [13.22600, -14.36000, -2.42300], [12.40700, -14.26500, -1.05100], [7.97800, -11.98800, 0.31900], [8.59700, -12.74400, 0.30100], [7.67200, -11.76600, 1.28800], [11.99000, -11.17500, 0.58800], [11.42600, -11.83900, 0.96000], [11.99000, -11.38500, -0.33000], [6.97500, -14.76200, -0.09900], [7.96400, -14.61200, -0.06300], [6.50700, -14.39000, 0.59900], [8.64700, -14.56600, 2.75200], [9.21000, -15.32000, 2.89100], [8.83600, -14.35500, 1.82500], [12.50500, -14.44900, 0.64600], [11.82600, -14.48800, 1.30000], [13.24400, -13.95100, 0.98600], [8.95300, -14.34200, -2.54400], [9.21800, -14.37900, -1.61300], [9.80800, -14.20200, -2.97400], [10.03200, -16.74600, -0.11200], [9.77800, -15.79800, -0.02300], [9.25600, -17.23900, -0.40900]], "nbo_charge": [-1.2603, 0.4444, -0.9856, 0.4567, 0.4989, -0.9991, 0.5079, 0.4478, -0.9495, 0.4751, 0.4747, -0.9987, 0.5026, 0.4576, -0.9882, 0.4524, 0.5052, -0.9514, 0.4951, 0.4866, -0.9757, 0.4923, 0.4554, -1.0076, 0.4960, 0.4676], "charge": -1, "orbital_gap_ha": 0.329}

Of them, #i has the lowest stability.

#i
{"formula": "CH3N2O4", "method": "ωB97M-V/def2-TZVPD", "symbols": ["C", "N", "N", "O", "O", "O", "O", "H", "H", "H"], "xyz": [[-0.79042, -1.02162, -0.15000], [1.71643, 1.40667, -1.14119], [0.07956, 0.33499, 1.71023], [0.82843, 0.90982, -1.86953], [1.58557, 1.44486, 0.11014], [-0.85292, 1.10663, 1.51792], [-0.06199, -0.90904, 1.09076], [-0.29916, -0.14814, -0.74883], [-1.81312, -1.12632, 0.10418], [-0.39240, -1.99785, -0.62368]], "nbo_charge": [-0.3592, 0.2434, 0.4063, -0.5703, -0.5595, -0.3687, -0.4108, 0.2779, 0.1674, 0.1734], "charge": -1, "orbital_gap_ha": 0.268}

#ii
{"formula": "CH3N2O4", "method": "ωB97M-V/def2-TZVPD", "symbols": ["C", "N", "N", "O", "O", "O", "O", "H", "H", "H"], "xyz": [[1.34576, 0.29733, -1.12717], [-1.74728, -0.76116, 0.60614], [-1.93260, 0.44848, -0.00630], [-1.17419, 0.84186, -0.95866], [-2.77646, 1.19437, 0.65769], [2.16751, 0.80350, -0.46613], [-0.90393, -1.68586, 0.21461], [1.17269, -0.79468, -0.91539], [0.97880, 0.76694, -2.13351], [-2.06519, -0.74680, 1.58488]], "nbo_charge": [0.3110, -0.0602, 0.5228, -0.5218, -0.5973, -0.5738, -0.6646, 0.1382, 0.0926, 0.3530], "charge": -1, "orbital_gap_ha": [0.270, 0.270]}

Of them, #ii has the lowest stability.

#i
{"formula": "C9H30NO4", "method": "ωB97M-V/def2-TZVPD", "symbols": ["N", "H", "H", "H", "H", "O", "H", "H", "C", "C", "C", "O", "H", "H", "H", "H", "H", "H", "H", "H", "C", "C", "C", "O", "H", "H", "H", "H", "H", "H", "H", "H", "C", "C", "C", "O", "H", "H", "H", "H", "H", "H", "H", "H"], "xyz": [[25.22697, 13.97377, 7.85186], [24.67796, 13.97948, 8.72411], [25.58266, 12.99688, 7.64433], [25.97622, 14.67448, 7.93701], [24.56059, 14.20164, 7.11473], [26.15965, 11.48118, 7.33414], [26.58070, 11.09643, 6.55953], [26.02011, 10.73789, 7.97386], [22.31860, 12.64373, 7.13149], [21.76329, 13.31667, 8.37360], [20.69671, 12.47898, 9.06566], [22.86740, 13.54569, 9.29675], [22.76884, 13.35531, 6.44021], [21.47751, 12.20692, 6.58049], [22.96792, 11.80392, 7.37869], [21.33690, 14.28310, 8.08748], [19.84045, 12.31183, 8.41339], [20.32714, 13.00755, 9.94861], [21.10820, 11.52084, 9.38167], [22.49732, 13.98877, 10.06884], [29.18508, 13.62539, 10.26070], [28.81613, 14.64590, 9.19731], [29.10623, 14.14814, 7.79129], [27.39170, 14.93763, 9.25120], [28.70944, 12.66840, 10.04905], [28.94283, 13.98437, 11.26238], [30.26635, 13.46420, 10.25075], [29.36110, 15.57916, 9.36744], [28.78691, 14.87307, 7.03998], [28.60420, 13.19692, 7.59796], [30.17789, 13.99337, 7.67064], [27.16247, 15.25551, 10.13058], [24.76822, 8.89994, 11.26756], [24.90967, 9.98250, 10.21521], [25.77064, 11.11206, 10.70425], [25.53718, 9.43884, 9.01632], [24.09631, 9.20755, 12.07600], [25.74015, 8.71604, 11.73496], [24.37659, 7.95854, 10.88734], [23.91887, 10.36881, 9.95079], [26.83091, 10.86690, 10.73377], [25.44343, 11.40407, 11.70376], [25.65891, 12.00796, 10.08026], [24.86869, 8.97210, 8.50257]], "nbo_charge": [-0.9161, 0.4602, 0.4745, 0.4645, 0.4186, -1.0024, 0.4988, 0.5199, -0.6395, 0.0933, -0.6324, -0.7756, 0.1963, 0.2408, 0.2186, 0.1740, 0.2301, 0.2153, 0.2138, 0.4868, -0.6353, 0.1000, -0.6326, -0.7847, 0.2104, 0.2136, 0.2300, 0.1762, 0.2166, 0.2082, 0.2326, 0.4835, -0.6340, 0.0899, -0.6287, -0.7483, 0.2215, 0.2191, 0.2228, 0.1668, 0.2270, 0.2283, 0.1925, 0.4854], "charge": 1, "orbital_gap_ha": 0.411}

#ii
{"formula": "C9H30NO4", "method": "ωB97M-V/def2-TZVPD", "symbols": ["N", "H", "H", "H", "H", "O", "H", "H", "C", "C", "C", "O", "H", "H", "H", "H", "H", "H", "H", "H", "C", "C", "C", "O", "H", "H", "H", "H", "H", "H", "H", "H", "C", "C", "C", "O", "H", "H", "H", "H", "H", "H", "H", "H"], "xyz": [[29.11485, -0.21119, 6.44358], [28.77784, -0.87653, 7.12465], [29.08840, -0.58457, 5.50551], [30.01543, 0.09892, 6.77954], [28.42275, 0.52392, 6.41705], [29.12081, -0.92730, 4.67899], [29.25682, -0.54459, 3.81224], [28.89125, -1.84012, 4.50495], [26.74594, -0.06993, 5.87632], [26.54650, -0.63357, 7.27682], [25.39232, -1.60173, 7.38419], [27.70277, -1.39419, 7.61212], [27.21025, 0.91581, 5.90511], [25.72413, 0.13806, 5.55888], [27.01749, -0.78278, 5.09774], [26.39702, 0.19432, 7.96989], [24.44189, -1.11160, 7.17309], [25.36115, -1.91910, 8.42649], [25.52942, -2.47437, 6.74562], [27.56097, -1.73035, 8.50009], [32.24149, -2.26623, 6.24375], [31.99339, -0.82309, 6.63229], [31.93357, -0.00969, 5.39871], [30.78868, -0.64636, 7.30778], [31.54130, -2.58364, 5.47104], [32.31611, -2.88691, 7.13666], [33.22828, -2.36118, 5.79062], [32.76728, -0.44416, 7.29981], [31.70763, 1.02853, 5.64192], [31.20044, -0.34733, 4.66616], [32.91411, -0.05770, 4.92507], [30.77449, -1.17571, 8.10853], [27.83184, -4.65751, 4.88961], [28.20049, -3.19523, 5.24406], [29.42707, -3.07316, 6.13236], [28.39749, -2.63454, 3.97034], [27.39289, -5.23232, 5.70510], [28.79960, -5.14363, 4.76634], [27.16692, -4.95590, 4.07909], [27.33261, -2.75070, 5.73117], [30.43310, -3.20177, 5.73306], [29.28894, -3.72178, 6.99742], [29.47787, -2.09310, 6.60672], [27.54570, -2.39710, 3.59663]], "nbo_charge": [-1.0357, 0.3988, 0.3815, 0.4277, 0.3412, -0.8320, 0.4929, 0.4537, -0.6366, 0.0852, -0.6215, -0.7193, 0.2146, 0.2294, 0.2106, 0.1925, 0.2334, 0.2142, 0.2089, 0.4965, -0.6258, 0.0860, -0.6445, -0.7125, 0.1961, 0.2172, 0.2371, 0.1861, 0.2197, 0.2106, 0.2359, 0.4978, -0.6429, 0.0583, -0.6788, -0.6515, 0.2205, 0.2211, 0.2345, 0.1917, 0.2277, 0.2380, 0.2384, 0.5035], "charge": 1, "orbital_gap_ha": 0.355}

Of them, #ii has the lowest stability.

#i
{"formula": "C6H6N4O", "method": "ωB97M-V/def2-TZVPD", "symbols": ["C", "C", "C", "C", "C", "C", "H", "H", "H", "H", "H", "H", "N", "N", "N", "N", "O"], "xyz": [[0.91260, -1.45432, 1.70392], [0.29536, -1.23243, 0.33284], [-0.73700, -1.43893, -1.58098], [-0.86588, -0.00593, -1.33108], [-0.99248, 1.37628, -1.77507], [0.33999, 1.12405, 0.69809], [1.20696, -2.54245, 1.82024], [-0.00710, -1.33620, 2.54751], [1.75045, -0.69082, 2.13765], [-1.29150, -2.08605, -2.33698], [-1.64850, 1.35344, -2.73353], [0.39976, 3.18969, 0.45428], [-0.09143, -2.06120, -0.61444], [-0.38236, 2.46592, -1.21986], [0.35732, 2.23837, -0.05711], [0.17459, -0.02505, -0.04341], [0.57920, 1.12564, 1.99791]], "nbo_charge": [-0.6901, 0.4412, 0.0233, -0.0137, -0.0016, 0.7477, 0.2358, 0.2556, 0.2922, 0.2343, 0.2315, 0.4291, -0.4770, -0.2445, -0.4238, -0.3959, -0.6440], "smiles": "Cc1ncc2cn[nH]c(=O)n12", "orbital_gap_ha": 0.310}

#ii
{"formula": "C6H6N4O", "method": "ωB97M-V/def2-TZVPD", "symbols": ["C", "C", "C", "C", "C", "C", "N", "N", "N", "N", "O", "H", "H", "H", "H", "H", "H"], "xyz": [[2.67850, 0.58229, 0.03494], [1.50260, -0.11074, 0.20610], [2.67668, 1.96792, -0.13142], [-0.98012, -0.21798, -0.00597], [0.20100, 0.48996, 0.02170], [0.44147, 1.83953, -0.22883], [1.46455, 2.52532, -0.17077], [-2.23252, 0.33507, -0.02116], [-2.45657, 1.58105, 0.32090], [-3.28082, -0.47339, -0.47929], [-3.62990, 1.97550, 0.16829], [3.62179, 0.06817, 0.10543], [1.51882, -1.13687, 0.54088], [3.54680, 2.59514, -0.20907], [-0.95418, -1.29468, -0.05263], [-3.50984, -1.20756, 0.18387], [-4.07374, 0.18389, -0.54519]], "nbo_charge": [-0.2701, -0.1483, 0.0227, 0.0202, -0.2234, 0.3422, -0.4256, -0.0464, 0.1996, -0.6629, -0.4317, 0.2249, 0.2122, 0.2073, 0.2124, 0.3667, 0.4002], "orbital_gap_ha": [0.288, 0.236]}

Of them, #ii has the lowest stability.